C16H34F6N2O6Zn | ωB97M-V with the def2-TZVPD basis set

XYZ file:
```
65
Properties=species:S:1:pos:R:3:forces:R:3:mulliken_charge:R:1
Zn 0.506 0.097 0.778 -0.83 -0.30 -1.43 1.6218
C 0.866 -4.560 0.415 -0.02 3.07 -0.33 -0.1636
O -0.460 -4.538 -0.026 -2.02 -1.77 -1.32 -0.0684
O 1.081 -3.205 0.749 0.73 -1.84 0.71 -0.7825
C 1.069 -5.642 1.550 0.19 0.34 0.45 0.7234
F 2.235 -5.354 2.147 0.21 -0.30 0.09 -0.2553
F 0.111 -5.581 2.464 -0.71 0.62 0.70 -0.2677
F 1.099 -6.997 1.278 0.36 1.02 -1.01 -0.2957
C -1.002 -5.637 -0.799 -0.17 -1.20 1.02 -0.1299
C -2.505 -5.612 -0.775 -0.86 2.14 -0.75 -1.2457
H -2.855 -4.880 -1.503 -0.31 0.38 0.05 0.2685
H -3.047 -6.515 -1.058 0.53 -0.33 0.33 0.3740
H -2.785 -5.246 0.212 -0.31 -0.30 0.05 0.2766
H -0.948 -6.615 -0.320 1.68 -0.12 0.33 0.2347
H -0.626 -5.727 -1.818 0.38 0.32 0.03 0.2772
H 1.566 -4.774 -0.393 0.15 -0.71 -0.32 0.1642
C -0.280 4.607 -0.324 0.07 -3.29 0.58 -0.1813
O -0.312 4.361 -1.742 0.52 1.02 0.81 -0.1275
O -0.218 3.292 0.250 0.58 2.62 -0.30 -0.7521
C 0.816 5.730 0.058 -1.10 -0.93 -1.68 0.7577
F 2.008 5.402 -0.518 -0.30 0.44 0.76 -0.2659
F 0.453 6.961 -0.409 0.05 -0.38 -0.89 -0.2853
F 0.925 5.974 1.339 0.72 -0.92 1.28 -0.2667
C -0.569 5.424 -2.628 -0.48 -1.03 -2.09 -0.2155
C -1.131 4.722 -3.878 -0.04 0.22 -0.21 -1.3131
H -1.381 5.456 -4.644 -0.09 0.10 -0.04 0.4034
H -0.388 4.061 -4.323 0.11 -0.07 0.13 0.2680
H -2.019 4.124 -3.673 -0.03 0.09 0.19 0.3222
H 0.327 5.908 -3.015 0.37 0.33 0.65 0.2533
H -1.296 6.187 -2.350 0.06 -0.09 0.80 0.3495
H -1.248 5.023 -0.042 -0.19 0.49 0.16 0.2048
C -4.347 -1.210 1.700 -1.28 -0.19 -0.13 -1.4043
C -3.078 -0.495 1.715 2.98 1.14 2.72 0.1779
C -2.338 -0.806 3.148 -0.10 0.11 -1.84 -0.8769
O -0.968 -0.389 3.140 0.50 0.10 0.81 -0.2604
C -0.450 -0.290 4.514 -0.99 0.63 -0.66 -0.8507
N -2.131 -0.902 0.691 0.82 0.40 -0.19 -0.3981
H -4.960 -0.766 2.485 -0.20 -0.56 0.28 0.3797
H -4.143 -2.273 1.823 -0.48 -0.10 0.18 0.3537
H -4.915 -1.041 0.785 0.13 -0.13 -0.20 0.3953
H -3.196 0.588 1.723 -0.06 0.05 -0.45 0.3748
H -2.358 -1.889 3.272 -0.04 -0.21 0.17 0.4063
H -2.844 -0.329 3.987 -0.27 0.12 -0.15 0.4252
H 0.624 -0.103 4.481 -0.20 -0.29 -0.06 0.2404
H -0.746 -1.113 5.164 0.42 -0.65 -0.53 0.3313
H -0.957 0.544 4.998 0.18 0.48 -0.15 0.3608
H -2.552 -0.793 -0.220 0.06 0.20 -0.32 0.2707
H -1.990 -1.896 0.803 0.57 -0.51 -0.13 0.1361
C 3.088 0.510 -3.359 1.25 -0.02 -1.10 -1.6059
C 2.683 0.296 -1.944 -1.74 0.42 0.10 0.5631
C 3.461 1.190 -1.036 0.50 1.07 1.49 -0.9163
O 3.033 0.987 0.328 -0.81 -1.04 -0.43 -0.2328
C 3.789 1.646 1.307 0.24 0.22 0.77 -0.7846
N 1.204 0.558 -1.847 -0.15 -0.33 1.97 -0.5043
H 3.073 1.567 -3.625 -0.06 0.12 0.14 0.3635
H 2.511 0.001 -4.131 -0.30 -0.24 0.38 0.4304
H 4.112 0.162 -3.496 0.18 0.05 -0.09 0.4044
H 2.859 -0.707 -1.556 -0.10 -0.24 -0.41 0.1991
H 3.439 2.269 -1.190 -0.84 0.21 -0.59 0.4020
H 4.534 1.020 -1.126 0.17 -0.77 0.09 0.4506
H 3.880 2.712 1.100 -0.05 0.08 -0.04 0.2936
H 4.775 1.210 1.468 0.24 -0.12 -0.51 0.3061
H 3.301 1.505 2.271 -0.30 0.18 -0.13 0.2301
H 0.923 1.518 -1.706 0.38 0.75 0.20 0.2256
H 0.691 0.272 -2.669 0.08 -0.58 0.02 0.2302
```
Forces are in eV/Å.

For the energy relative to the best compared isomer or geometry (same formula, charge and spin), the calculation gives 904.7 kJ/mol. The value obtained for the HOMO energy is -7.47 eV. For the HOMO-LUMO gap, the calculation gives 4.2 eV. As for the spin multiplicity: 1. For the total energy, the calculation gives -3569.21203 Eh.

C16H34HfP2 | ωB97M-V with the def2-TZVPD basis set

XYZ file:
```
53
Properties=species:S:1:pos:R:3:forces:R:3:mulliken_charge:R:1
P 0.564 -1.760 -5.019 -4.21 -1.53 -5.16 0.5772
P 0.331 1.912 -4.612 -1.75 2.67 -4.91 1.1717
C 0.043 -0.499 -6.325 0.25 -0.05 0.76 -1.0019
C 0.875 0.748 -6.183 -0.14 -0.43 0.25 -1.5093
H -1.040 -0.321 -6.290 0.28 0.06 0.19 0.7335
H 0.207 -0.941 -7.328 0.17 0.01 0.68 0.6623
H 1.957 0.538 -6.140 -0.31 -0.02 0.54 0.4970
H 0.758 1.334 -7.112 -0.02 0.25 0.92 0.6670
C -0.816 2.614 -6.007 -0.38 0.73 -1.23 -1.7402
H -1.217 3.610 -5.784 -0.09 -0.24 -0.07 0.4508
H -1.647 1.912 -6.133 0.05 0.33 -0.03 0.4490
H -0.320 2.721 -6.978 0.04 0.07 0.15 0.6060
C 1.639 3.175 -4.964 0.24 0.36 0.48 -1.2788
H 1.415 3.614 -5.949 0.15 -0.19 0.47 0.3849
H 2.642 2.723 -5.010 -0.39 0.03 0.20 0.3798
H 1.651 3.978 -4.219 0.03 -0.12 -0.11 0.4177
C -0.494 -3.139 -6.131 0.14 -0.24 -0.96 -1.5753
H -0.409 -4.124 -5.671 -0.11 0.04 0.13 0.4576
H -0.174 -3.297 -7.169 0.54 0.44 0.06 0.5379
H -1.548 -2.875 -6.220 0.16 0.02 0.29 0.4550
C 2.032 -2.370 -6.029 1.56 -0.44 0.93 -1.1662
H 2.775 -1.574 -6.167 -0.13 -0.04 0.43 0.4097
H 1.743 -2.703 -7.047 -0.37 0.34 0.99 0.4244
H 2.529 -3.210 -5.527 -0.05 0.19 -0.13 0.4105
Hf 2.191 0.227 -1.180 -0.75 0.82 4.07 1.3240
C -1.282 2.792 -3.815 -0.16 -2.67 4.76 -0.5852
C -2.149 1.938 -3.149 1.61 0.65 -1.75 -0.3973
C -2.548 0.623 -3.809 -0.10 -0.13 0.27 0.4329
C -2.429 -0.698 -2.993 -1.00 0.86 -0.32 -0.4552
C -2.064 -2.051 -3.616 0.95 0.88 0.11 -0.8953
C -0.860 -2.522 -4.061 1.46 0.84 4.79 -0.1471
C 1.364 -0.286 -3.117 0.09 -0.68 0.25 -1.3779
C 0.469 0.690 -2.353 1.82 0.92 -0.68 -0.1320
C 0.739 -0.840 0.081 0.13 -1.24 0.21 -1.3631
H -1.043 3.795 -3.404 0.23 -0.62 -0.70 0.4650
H -2.547 2.142 -2.139 -0.45 0.61 -0.97 0.3928
H -2.027 0.498 -4.754 -0.03 0.22 -0.10 -0.7601
H -3.623 0.760 -4.018 0.39 -0.04 -0.37 0.4816
H -1.803 -0.464 -2.114 -0.14 -0.95 -0.42 0.3939
H -3.434 -0.830 -2.599 0.05 -0.28 0.29 0.5837
H -2.831 -2.820 -3.466 0.65 -0.06 0.69 0.4665
H -0.277 -3.072 -3.233 -1.34 -1.21 -2.12 0.4194
H 1.812 -0.098 -4.110 0.21 -0.36 0.73 1.3143
H 1.538 -1.307 -2.546 -0.57 1.14 -1.79 0.0691
H -0.614 0.690 -2.224 0.93 -0.02 -0.03 -0.8389
H 0.926 1.785 -2.324 -0.79 -1.47 0.00 0.2895
H 1.183 -0.937 1.112 -0.48 -0.11 -1.00 0.4677
H 0.560 -1.864 -0.310 -0.19 0.22 0.29 0.3851
H -0.246 -0.309 0.158 1.04 -0.39 -0.03 0.3202
C 1.914 1.590 0.606 0.34 0.41 0.10 -1.3739
H 1.263 2.453 0.679 -0.25 0.30 -0.44 0.3133
H 2.874 2.000 0.927 0.53 0.22 -0.12 0.4750
H 1.614 1.014 1.502 0.15 -0.08 -0.61 0.3118
```
Forces are in eV/Å.

For the energy relative to the best compared isomer or geometry (same formula, charge and spin), the calculation gives 1287.3 kJ/mol. The value obtained for the HOMO energy is -14.18 eV. For the HOMO-LUMO gap, the calculation gives 6.5 eV. As for the spin multiplicity: 1. Its net charge is +2. For the total energy, the calculation gives -1359.56022 Eh.

C16H34N5S2 | ωB97M-V with the def2-TZVPD basis set

XYZ file:
```
57
Properties=species:S:1:pos:R:3:forces:R:3:mulliken_charge:R:1
C -8.505 -0.805 -0.453 0.06 0.23 -0.08 -1.3010
H -8.058 -1.713 -0.852 0.01 -0.12 -0.03 0.3337
C -7.520 0.355 -0.515 0.10 -0.27 0.16 -0.4109
C -6.260 0.061 0.297 -0.10 0.36 -0.23 -0.1331
C -5.275 1.233 0.246 -0.32 -0.39 -0.14 -1.2595
N -4.069 0.978 1.011 0.00 0.04 0.05 -0.0459
C -3.042 0.202 0.667 0.01 0.25 -0.02 0.4662
N -2.962 -0.289 -0.587 -0.67 0.29 0.04 -0.0063
H -3.718 -0.061 -1.215 0.01 -0.07 0.01 0.2713
C -2.067 -1.346 -1.005 0.44 -0.04 0.02 -1.0601
H -2.517 -1.836 -1.869 0.03 0.04 0.07 0.4698
H -1.980 -2.084 -0.201 -0.09 0.01 -0.13 0.4203
C -0.670 -0.839 -1.396 -0.42 -0.11 -0.36 -0.4514
N 0.205 -0.718 -0.211 -0.28 0.15 0.33 0.6146
C 0.868 -1.994 0.129 0.31 -0.52 0.34 -0.4211
H 0.119 -2.776 0.245 -0.12 0.06 -0.03 0.3774
H 1.562 -2.270 -0.670 -0.19 0.10 0.02 0.4817
C 1.655 -1.831 1.430 -0.12 -0.28 -0.14 -1.3988
N 2.621 -0.759 1.341 0.20 0.05 0.28 0.0650
C 3.855 -1.047 0.757 0.16 0.02 0.06 0.2470
N 4.823 -0.157 1.004 -0.38 0.17 0.20 -0.0806
H 4.629 0.607 1.633 -0.05 -0.13 0.08 0.3934
C 6.155 -0.244 0.449 0.38 -0.02 -0.55 -1.2332
C 6.255 0.445 -0.915 -0.20 0.11 0.18 -0.4328
C 5.880 1.927 -0.890 0.26 -0.12 -0.02 -0.0966
C 6.818 2.771 -0.035 -0.24 -0.02 -0.15 -1.2503
H 7.847 2.636 -0.358 0.15 0.01 0.02 0.3052
H 6.568 3.825 -0.131 0.05 0.11 0.07 0.3781
H 6.751 2.505 1.017 0.06 0.02 0.15 0.3050
H 4.852 2.043 -0.533 -0.07 0.02 -0.08 0.0082
H 5.909 2.301 -1.915 -0.12 0.02 0.00 0.3817
H 7.279 0.336 -1.272 0.06 -0.04 -0.08 0.4114
H 5.601 -0.081 -1.614 0.06 -0.09 -0.02 0.2579
H 6.404 -1.302 0.332 0.01 0.17 0.15 0.3833
H 6.850 0.203 1.159 -0.06 -0.03 0.06 0.4818
S 4.099 -2.408 -0.147 0.28 -0.47 -0.26 -0.3273
C 1.970 0.488 1.007 -0.13 0.22 -0.21 -0.8293
H 2.699 1.293 0.914 -0.11 0.00 0.00 0.4334
C 1.209 0.355 -0.322 0.47 0.51 0.18 -0.6789
H 0.705 1.295 -0.555 -0.08 -0.09 -0.03 0.4119
H 1.908 0.107 -1.126 -0.10 -0.01 -0.02 0.5173
H 1.270 0.742 1.809 0.05 0.09 -0.06 0.3450
H 2.183 -2.760 1.644 -0.17 0.08 -0.01 0.5883
H 0.977 -1.604 2.258 0.00 -0.02 -0.01 0.4143
H -0.479 -0.466 0.631 0.48 -0.12 -0.64 -0.5279
H -0.208 -1.522 -2.112 0.08 0.05 0.08 0.4047
H -0.768 0.142 -1.867 0.07 -0.07 0.05 0.3810
S -1.846 -0.072 1.817 0.08 -0.17 0.82 -0.6235
H -4.070 1.281 1.975 0.18 -0.04 -0.14 0.2754
H -5.743 2.122 0.672 0.09 0.01 -0.11 0.4296
H -5.012 1.470 -0.790 -0.04 0.11 0.05 0.3401
H -5.783 -0.845 -0.086 0.03 -0.06 0.05 0.3162
H -6.535 -0.128 1.337 0.06 -0.05 0.05 0.2985
H -7.247 0.547 -1.555 0.00 0.10 -0.03 0.3445
H -7.996 1.257 -0.126 0.00 0.10 -0.05 0.3009
H -8.809 -0.994 0.573 -0.06 -0.06 0.10 0.3325
H -9.392 -0.577 -1.036 -0.12 -0.07 -0.03 0.3818
```
Forces are in eV/Å.

For the energy relative to the best compared isomer or geometry (same formula, charge and spin), the calculation gives 3.1 kJ/mol. The value obtained for the HOMO energy is -10.80 eV. As for the structure (SMILES): CCCCNC(=S)NCC[NH+]1CCN(C(=S)NCCCC)CC1. For the HOMO-LUMO gap, the calculation gives 8.6 eV. As for the spin multiplicity: 1. Its net charge is +1. For the total energy, the calculation gives -1700.03583 Eh.